Record 1
ORCA calculation (wB97M-V/def2-TZVPD) on a cluster of 2 separate species, C11H19NOSi in total in a non-equilibrium geometry.

```
33
Properties=species:S:1:pos:R:3:forces:R:3:nbo_charge:R:1
C -0.3676 -2.6608 -3.4937 0.130 0.165 -0.400 -0.2073
C 0.3718 -3.0488 -2.3932 0.321 -3.059 -0.880 -0.1952
C -1.1098 -1.5096 -3.4917 -0.014 0.946 0.688 -0.2063
C 0.1355 -2.4002 -1.2146 -0.394 1.804 -1.792 -0.1952
C -1.0989 -0.6691 -2.3889 -0.767 -0.236 0.311 -0.1893
C -0.5257 -1.1521 -1.1862 0.203 -0.238 -0.077 -0.5696
C 2.7956 -0.1652 0.3267 0.581 -1.086 1.868 -0.6299
C -0.5270 2.6237 1.9899 0.222 -3.959 -0.179 -0.5951
C -3.2854 0.1152 0.6056 1.732 -2.805 1.952 -0.2144
C 1.7342 0.6698 -0.3876 3.188 1.197 1.879 -0.2319
C 0.8271 2.0177 1.5034 -2.558 -2.021 1.907 -0.1882
N 0.6348 1.0087 0.4498 0.281 0.656 0.125 -0.9066
O -1.9674 0.5680 0.5007 -0.645 1.575 0.084 -0.9594
Si -0.5582 -0.1791 0.3932 -1.221 -1.321 3.088 1.9356
H -0.4175 -3.2450 -4.3662 0.282 -0.845 -0.978 0.2114
H 0.9753 -4.0754 -2.4468 -1.351 2.492 0.268 0.2193
H -1.7431 -1.1509 -4.2807 0.090 -0.444 -0.729 0.2119
H 0.5234 -2.8743 -0.4016 0.959 -0.647 2.689 0.2135
H -1.7308 0.2330 -2.5876 0.944 -0.472 1.209 0.2260
H 2.8570 0.0355 1.4677 -0.058 0.201 -1.944 0.2130
H 2.3079 -1.1178 0.3043 0.476 -1.419 0.178 0.1965
H 3.8674 -0.2437 -0.0679 -1.722 0.311 0.183 0.2168
H -0.9887 3.0166 1.1477 -1.107 1.274 -1.187 0.2089
H -1.2522 1.8781 2.4638 1.215 0.732 -0.770 0.2134
H -0.2469 3.2515 2.7435 0.324 2.357 1.783 0.2000
H -3.8252 0.5509 1.4623 0.456 -0.398 -0.023 0.1816
H -3.2041 -1.0415 0.6296 -0.940 1.711 0.250 0.1731
H -3.7478 0.4245 -0.2446 -1.759 0.596 -2.536 0.1730
H 2.3597 1.4475 -0.7089 0.048 2.567 -0.330 0.1907
H 1.4678 0.2856 -1.3015 -0.993 -1.529 -1.843 0.2089
H 1.4223 2.8145 1.2460 1.413 1.769 -1.598 0.1917
H 1.3104 1.6950 2.4442 0.063 -0.836 -0.453 0.1721
H -0.7306 -1.1342 2.1103 0.599 0.958 -2.741 -0.2688
```
Positions in Å, forces in eV/Å.

- LUMO level: 0.83 eV
- Energy relative to the best compared isomer or geometry (same formula, charge and spin): 67.4 kcal per mole
- F_max: 0.077 Eh/bohr
- Highest occupied orbital energy: -8.53 eV
- Spin multiplicity: 1
- E: -849.9535 Ha
- Charge: 0

Record 2
ORCA calculation (wB97M-V/def2-TZVPD) on the molecule C4H4N2O2 in a non-equilibrium geometry.

```
12
Properties=species:S:1:pos:R:3:forces:R:3:nbo_charge:R:1
C -0.0457 -0.0280 -0.0783 -4.873 -0.321 1.280 -0.0641
C -1.1202 0.9594 0.0782 1.093 1.921 -0.727 -0.1122
C -1.8634 1.9171 0.0505 -0.258 0.431 -0.027 -0.1738
C 1.3724 0.2524 0.0008 2.325 -1.112 -0.480 0.7562
H -2.4969 -0.8723 0.1784 -0.846 1.728 0.234 0.3743
H -2.1609 -2.4665 -0.0755 1.028 -0.112 0.022 0.3906
H -2.4837 2.8425 -0.0077 0.823 -1.587 0.203 0.2574
H 1.4326 -1.7090 0.4063 1.773 2.228 -1.313 0.5040
N -1.8037 -1.5233 -0.0459 0.553 -0.775 -0.204 -0.5656
N -0.5200 -1.2459 -0.0578 1.225 -0.892 -0.453 -0.1449
O 2.0987 -0.9698 0.0671 -2.181 0.216 1.223 -0.6990
O 1.8908 1.3428 -0.0775 -0.662 -1.725 0.239 -0.5230
```
Positions in Å, forces in eV/Å.

- Structure (SMILES): C#C/C(=N\N)C(=O)O
- LUMO level: -0.14 eV
- Energy relative to the best compared isomer or geometry (same formula, charge and spin): 89.5 kcal per mole
- F_max: 0.098 Eh/bohr
- Highest occupied orbital energy: -9.45 eV
- Spin multiplicity: 1
- E: -414.7035 Ha
- Charge: 0

Record 3
ORCA calculation (wB97M-V/def2-TZVPD) on a structure of composition C12H25ClNO2P2Zn in a non-equilibrium geometry.

```
44
Properties=species:S:1:pos:R:3:forces:R:3:nbo_charge:R:1
Zn 0.0597 0.4924 1.3931 -0.127 -0.053 -0.074 1.4094
P -2.2498 0.2096 0.7793 -0.960 0.571 0.612 0.7460
C -2.3035 0.8623 -0.9503 0.706 -0.472 0.243 -0.7456
C -0.9035 1.2775 -1.4364 0.874 0.316 -0.766 0.2482
N 0.1927 1.0367 -0.6809 0.095 -0.286 -0.172 -0.6257
C 1.4456 1.3147 -1.1161 -0.346 0.306 -0.275 0.2258
C 1.6700 2.0307 -2.2911 -0.407 -0.026 0.297 -0.2301
C 0.5602 2.3606 -3.0753 0.306 -0.163 0.302 -0.1192
C -0.7082 1.9182 -2.6679 -0.084 0.177 -0.172 -0.2300
C 2.6208 0.8920 -0.2597 -0.075 -0.237 0.978 -0.7310
P 2.1695 -0.5157 0.9186 1.272 -0.081 -0.746 0.7130
H -1.5619 2.0905 -3.3148 0.040 0.058 0.110 0.2376
H 2.6943 2.3527 -2.5052 -0.500 -0.192 -0.225 0.2406
H 0.7298 2.9544 -3.9879 -0.421 -0.462 0.465 0.2466
H 3.4840 0.5309 -0.8469 -0.461 0.399 0.043 0.2551
H 2.9596 1.7481 0.3528 -0.103 -0.290 -0.216 0.2667
H -2.6886 -0.0343 -1.4606 0.110 0.681 -0.739 0.2707
H -3.0027 1.7328 -0.9816 0.474 -0.937 -0.264 0.2670
H -1.0067 -3.6966 -2.9221 -0.484 0.341 -0.593 0.4749
O -1.5945 -3.2459 -3.5664 -0.430 -0.527 1.136 -0.9433
H -2.4950 -3.4711 -3.2390 0.918 0.188 -0.453 0.4693
H -0.4596 -4.4098 0.9918 0.907 0.250 -1.637 0.4812
O -0.0539 -4.2738 0.0838 0.075 0.468 1.598 -0.9458
H 0.7792 -3.7661 0.2305 -1.057 -0.690 -0.001 0.4664
C 2.7312 -1.8940 -0.1712 -0.290 -0.055 0.048 -0.9330
H 3.7764 -1.7282 -0.4662 -0.257 -0.039 0.147 0.2450
H 2.6705 -2.8507 0.3582 0.043 0.112 -0.121 0.2361
H 2.1185 -1.9300 -1.0799 0.058 -0.065 0.188 0.2513
C 3.5411 -0.5080 2.1451 -0.308 0.135 -0.008 -0.9274
H 3.4883 -1.4330 2.7323 0.005 0.206 -0.120 0.2569
H 4.5123 -0.4615 1.6387 -0.213 0.006 0.079 0.2433
H 3.4369 0.3410 2.8282 0.029 -0.150 -0.101 0.2578
C -3.2016 1.5969 1.4622 0.165 0.079 0.587 -0.9297
H -4.1378 1.7116 0.9006 0.171 -0.095 0.266 0.2368
H -3.3927 1.4240 2.5236 -0.073 0.268 -0.084 0.2573
H -2.5977 2.4981 1.3292 -0.138 0.046 0.193 0.2427
C -3.4896 -1.1325 0.9871 0.110 -0.539 -0.509 -0.9336
H -3.6852 -1.3205 2.0517 0.269 0.253 -0.219 0.2664
H -4.4518 -0.9099 0.5103 0.243 0.233 0.053 0.2492
H -3.1307 -2.0711 0.5496 0.037 0.142 0.102 0.2511
Cl -0.2941 1.4045 4.2376 -0.603 -0.381 1.414 -0.0599
C 0.4124 1.9221 2.7476 0.460 0.203 -1.796 -1.0745
H -0.1181 2.8033 2.3767 0.273 0.147 0.349 0.2087
H 1.4741 2.1473 2.8907 -0.304 0.155 0.084 0.2075
```
Positions in Å, forces in eV/Å.

- LUMO level: -2.84 eV
- F_max: 0.037 Eh/bohr
- Highest occupied orbital energy: -11.16 eV
- Spin multiplicity: 1
- E: -3599.5144 Ha
- Charge: +1

Calculated values (eV) of orbital gap for the records, taken in order: 9.4 9.3 8.3.